1:
This record from the OMol25 dataset describes the molecule C5H9NO4. The level of theory is the ωB97M-V functional and the def2-TZVPD basis.

Element x y z (Å)
1 C 0.30770 2.74874 -1.60662
2 C -0.10661 1.29244 -1.54258
3 C 0.89408 0.50026 -0.69179
4 O 2.05487 0.32887 -1.09902
5 C 0.50344 0.05301 0.77687
6 C -0.56556 -0.97330 1.10411
7 O -0.28662 -2.34832 0.77491
8 N -0.78283 -3.64673 1.69072
9 O 0.25265 -4.14379 2.07505
10 O -1.88723 -4.08773 1.49087
11 H -0.38885 3.35775 -2.20326
12 H 0.28736 3.13650 -0.57631
13 H 1.31229 2.87167 -2.00890
14 H -1.09582 1.17363 -1.10177
15 H -0.09375 0.81117 -2.52341
16 H 1.45945 -0.29102 1.19990
17 H 0.25643 1.01309 1.28143
18 H -0.55662 -1.12687 2.17057
19 H -1.56438 -0.66936 0.78923

Properties
Kohn-Sham gap, eV: 8.629
SMILES: CCC(=O)CCO[N+](=O)[O-]
LUMO level, Ha: -0.0414
Total charge: 0

***

2:
This record from the OMol25 dataset describes the molecule C5H9NO4. The level of theory is the ωB97M-V functional and the def2-TZVPD basis.

Element x y z (Å)
1 O -0.02195 0.35612 -2.16114
2 C 0.81855 -0.12353 -1.43210
3 O 1.04673 -1.41749 -1.37345
4 C 1.69198 0.71617 -0.42250
5 C 0.90604 1.09885 0.89008
6 N 0.40067 -0.04681 1.63312
7 C -0.61044 -0.77063 1.16987
8 C -1.59204 -0.44566 0.35515
9 O -2.47202 -1.28634 -0.16731
10 O -1.84956 0.93382 -0.05244
11 H 0.39670 -1.81933 -1.86287
12 H 2.11028 1.45285 -0.96299
13 H 2.29287 0.06374 0.12686
14 H 1.54805 1.73321 1.41020
15 H 0.08707 1.68196 0.58072
16 H 1.12722 -0.54367 2.16380
17 H -0.66825 -1.75094 1.42694
18 H -3.34829 -0.89785 -0.21872
19 H -1.86361 1.06554 -1.10321

Properties
Kohn-Sham gap, eV: 8.109
SMILES: O=C(O)CCNC=C(O)O
LUMO level, Ha: 0.0263
Total charge: 0

***

From most stable to least stable, the computed energies give 2, 1.

***

1:
This record from the OMol25 dataset describes a cluster of 2 separate species, C3H12N2OS in total. The level of theory is the ωB97M-V functional and the def2-TZVPD basis.

Element x y z (Å)
1 N -1.61008 1.73216 -0.00050
2 C -1.39469 0.57124 -0.92999
3 N -0.08499 -0.03187 -0.85139
4 C 0.09565 -0.78588 0.47382
5 C 0.25735 -2.25348 0.27959
6 S 1.80836 -2.74838 -0.47159
7 H -0.62489 2.08294 0.26369
8 H -1.97051 1.36461 0.85204
9 H -1.59816 0.93500 -1.95572
10 H -1.96696 -0.27423 -0.47888
11 H 0.73692 0.51916 -1.06014
12 H -0.77389 -0.49175 1.04649
13 H 1.04448 -0.53268 0.96491
14 H -0.59464 -2.64757 -0.32746
15 H 0.24149 -2.74792 1.22764
16 H 1.29545 -2.28926 -1.60124
17 O 1.63402 2.58140 1.25369
18 H 1.65273 3.21793 0.53884
19 H 1.85235 1.79857 0.77618

Properties
Kohn-Sham gap, eV: 9.557
SMILES: NCNCCS.O
LUMO level, Ha: 0.0216
Total charge: 0

***

2:
This record from the OMol25 dataset describes a cluster of 2 separate species, C3H12N2OS in total. The level of theory is the ωB97M-V functional and the def2-TZVPD basis.

Element x y z (Å)
1 N 0.02532 -1.24747 3.01300
2 C 0.67347 -0.04981 2.48370
3 C 0.83371 -0.15402 0.99268
4 N -0.47297 -0.44624 0.33711
5 C 1.76509 0.95970 0.35741
6 S 1.04111 2.02204 -0.91984
7 H 0.31129 -2.04967 2.47634
8 H 0.31465 -1.31317 3.98072
9 H -0.02891 0.77209 2.67421
10 H 1.64668 0.16736 2.93059
11 H 1.40590 -1.03616 0.68925
12 H -0.62044 0.22830 -0.42509
13 H -1.15094 -0.01319 0.97807
14 H 1.93865 1.64617 1.16090
15 H 2.68309 0.50206 0.09976
16 H 1.86362 1.62697 -1.89669
17 O -4.18579 -2.47647 -4.45019
18 H -3.95128 -2.93546 -5.26214
19 H -3.85359 -3.01271 -3.72563

Properties
Kohn-Sham gap, eV: 10.022
SMILES: NC[C@@H](N)CS.O
LUMO level, Ha: 0.0303
Total charge: 0

***

From most stable to least stable, the computed energies give 2, 1.